13
Properties=species:S:1:pos:R:3:lowdin_charge:R:1 method="wB97M-V/def2-TZVPD" de_lowest_kcal_mol=30.06 spin_multiplicity=1 energy_ev=-9272.1982 homo_energy_ev=-10.73 smiles="[H]/N=C/OCCC#N"
N 1.19 -1.06 1.15 0.1170
C 0.00 -1.03 1.57 -0.3089
O -0.89 -0.10 1.17 -0.0668
C -0.42 0.84 0.21 -0.1921
C -0.42 0.20 -1.17 -0.1552
C 0.25 1.03 -2.17 -0.2194
N 0.79 1.69 -2.96 0.1410
H 1.70 -1.83 1.58 0.0579
H -0.48 -1.71 2.28 0.1354
H 0.58 1.19 0.49 0.1217
H -1.13 1.68 0.26 0.1319
H 0.12 -0.75 -1.11 0.1110
H -1.44 -0.01 -1.50 0.1266

11
Properties=species:S:1:pos:R:3:lowdin_charge:R:1 method="wB97M-V/def2-TZVPD" de_lowest_kcal_mol=67.32 spin_multiplicity=1 energy_ev=-7763.6073 homo_energy_ev=-10.90 smiles=C[C@H]1O[C@H]1C#N
C -1.07 -0.65 0.55 -0.0420
C 0.39 -0.34 0.49 -0.2086
C 1.10 0.28 -0.58 -0.3448
O 1.06 -1.10 -0.76 0.0233
C 0.16 1.40 -0.98 -0.1425
N -0.44 2.34 -1.39 0.1460
H -1.58 -0.10 1.35 0.0941
H -1.58 -0.52 -0.40 0.0921
H -1.07 -1.71 0.82 0.0913
H 0.91 -0.30 1.42 0.1376
H 2.11 0.67 -0.46 0.1534

49
Properties=species:S:1:pos:R:3:lowdin_charge:R:1 method="wB97M-V/def2-TZVPD" total_charge=+1 spin_multiplicity=1 energy_ev=-32102.7376 homo_energy_ev=-11.11
C 0.52 -1.90 1.49 -0.2425
C -0.79 -2.32 1.02 -0.2160
C -0.73 -2.39 -0.41 -0.1296
H -1.62 -2.59 1.69 0.1317
C 0.61 -2.12 -0.80 -0.0946
C 1.37 -1.77 0.35 -0.1261
H 2.45 -1.63 0.34 0.1354
H 0.85 -1.89 2.54 0.1268
H -1.52 -2.72 -1.09 0.1221
H 1.05 -2.37 -1.76 0.1240
C -0.96 2.37 0.16 -0.1370
C -0.61 2.14 1.54 -0.1840
C 0.74 1.60 1.58 -0.2371
H -1.19 2.43 2.41 0.1257
C 1.26 1.73 0.26 -0.1257
C 0.23 2.21 -0.60 -0.1012
H 0.43 2.66 -1.56 0.1266
H -1.93 2.68 -0.24 0.1276
H 1.33 1.30 2.44 0.1232
H 2.33 1.73 0.02 0.1348
Hf -0.53 -0.02 0.73 1.7984
O -0.24 -0.15 -3.90 -0.0965
C -1.40 -0.86 -4.40 -0.1075
C -0.11 -0.96 -5.13 -0.2103
H -1.70 -1.71 -3.79 0.0986
H -2.20 -0.26 -4.83 0.1184
H 0.44 -1.89 -5.02 0.1387
H 0.85 -1.93 -7.48 0.1116
C 0.59 -0.87 -7.54 -0.0374
C 0.11 -0.20 -6.40 -0.1868
C -0.27 1.14 -6.52 -0.0396
H -0.70 1.68 -5.66 0.1133
C -0.13 1.82 -7.73 -0.0748
H -0.41 2.89 -7.81 0.1087
C 0.36 1.16 -8.88 -0.0763
H 0.46 1.69 -9.84 0.1107
C 0.71 -0.20 -8.77 -0.0772
H 1.06 -0.74 -9.66 0.1094
O -3.40 -0.37 2.39 0.0351
C -2.54 -0.22 3.25 -0.4657
C -2.78 -0.31 4.78 -0.0748
C -1.38 -0.24 5.42 -0.0706
C -0.39 -0.13 4.21 -0.4456
O 0.81 -0.18 4.34 0.0576
N -1.15 -0.09 3.00 -0.0146
H -3.42 0.48 5.15 0.1207
H -3.25 -1.26 5.05 0.1245
H -1.28 0.60 6.11 0.1222
H -1.19 -1.14 6.02 0.1260

7
Properties=species:S:1:pos:R:3:lowdin_charge:R:1 method="wB97M-V/def2-TZVPD" de_lowest_kcal_mol=59.18 spin_multiplicity=1 energy_ev=-10011.2996 homo_energy_ev=-8.55
C -1.23 0.31 0.48 -0.0786
C -1.28 -0.80 0.06 -0.0207
Si 1.75 0.08 0.41 0.5594
H -1.14 1.31 0.55 -0.0184
H -1.06 -1.74 -0.47 0.0541
H 1.98 -0.41 -0.99 -0.2455
H 0.98 1.25 -0.05 -0.2503

Please write out number 4 again, unchanged.
7
Properties=species:S:1:pos:R:3:lowdin_charge:R:1 method="wB97M-V/def2-TZVPD" de_lowest_kcal_mol=59.18 spin_multiplicity=1 energy_ev=-10011.2996 homo_energy_ev=-8.55
C -1.23 0.31 0.48 -0.0786
C -1.28 -0.80 0.06 -0.0207
Si 1.75 0.08 0.41 0.5594
H -1.14 1.31 0.55 -0.0184
H -1.06 -1.74 -0.47 0.0541
H 1.98 -0.41 -0.99 -0.2455
H 0.98 1.25 -0.05 -0.2503